Below is a 3-piece molecular cluster, C2H11N2O2 overall in a non-equilibrium geometry, with properties calculated with ωB97M-V/def2-TZVPD.

* frontier orbital gap: 9.756 eV
* highest occupied orbital energy: -14.5277 eV
* E: -9320.2026 eV

Structure (ORCA input):
```
! wB97M-V def2-TZVPD RIJCOSX def2/J DEFGRID3
* xyz 1 1
C -0.9198 -1.9777 1.2907
N -0.0525 0.9827 -0.4000
C -0.5310 -0.2275 -0.3058
N -1.0891 -0.5867 0.8724
H -1.5869 -2.7055 0.8185
H -0.9628 -2.0668 2.3677
H 0.0873 -2.2853 1.0209
H -0.1836 1.6132 0.3873
H 0.0292 1.5512 -1.2409
H -0.6955 -0.9376 -1.1126
H -1.8524 0.0300 1.1314
H 3.5808 -0.1935 2.2514
H 3.8982 0.9607 1.2462
O 3.2501 0.6239 1.8946
H -1.7244 1.5411 -3.6085
H -0.2643 1.5458 -3.1868
O -0.9832 2.1320 -3.4264
*
```

Let us look at the Löwdin charges, expressed in e, one per atom: atom 1 (C): -0.041, atom 2 (N): 0.237, atom 3 (C): -0.111, atom 4 (N): -0.015, atom 5 (H): 0.099, atom 6 (H): 0.098, atom 7 (H): 0.093, atom 8 (H): 0.157, atom 9 (H): 0.117, atom 10 (H): 0.172, atom 11 (H): 0.167, atom 12 (H): 0.023, atom 13 (H): 0.050, atom 14 (O): -0.072, atom 15 (H): 0.051, atom 16 (H): 0.011, atom 17 (O): -0.036

***

Below is a 3-piece molecular cluster, C2H11N3O2 overall in a non-equilibrium geometry, with properties calculated with ωB97M-V/def2-TZVPD.

* frontier orbital gap (spin up / spin down): 3.215 / 9.294 eV
* highest occupied orbital energy (spin up / spin down): 0.6748 / -5.5678 eV
* expectation value of S²: 0.751
* E: -10815.5612 eV

Structure (ORCA input):
```
! wB97M-V def2-TZVPD RIJCOSX def2/J DEFGRID3
* xyz -1 2
C 0.1243 1.4281 1.3763
N 0.1712 0.9912 0.0244
C -0.1062 -0.3096 -0.3726
N 0.4958 -0.7623 -1.6251
N -0.8366 -1.1156 0.3817
H -0.5608 0.6865 1.8936
H -0.3786 2.3950 1.5846
H 1.2122 1.3301 1.8037
H -0.2264 1.6694 -0.8231
H -0.1790 -1.4754 -2.1217
H 1.4175 -1.2710 -1.7257
H -0.6975 -2.0301 0.0403
H 3.1449 0.5595 -1.5561
H 1.9637 0.4675 -2.2610
O 2.8519 0.7963 -2.4430
H -2.2051 -1.0694 1.8109
H -3.6363 -0.7819 2.4859
O -2.6989 -0.9193 2.6154
*
```

Let us look at the Löwdin charges, expressed in e, one per atom: atom 1 (C): -0.192, atom 2 (N): -0.104, atom 3 (C): -0.740, atom 4 (N): -0.053, atom 5 (N): 0.078, atom 6 (H): 0.062, atom 7 (H): 0.066, atom 8 (H): 0.092, atom 9 (H): 0.153, atom 10 (H): 0.004, atom 11 (H): 0.029, atom 12 (H): -0.028, atom 13 (H): -0.012, atom 14 (H): -0.053, atom 15 (O): -0.147, atom 16 (H): -0.052, atom 17 (H): 0.009, atom 18 (O): -0.113

***

Below is a 2-piece molecular cluster, C2H11N4 overall in a non-equilibrium geometry, with properties calculated with ωB97M-V/def2-TZVPD.

* frontier orbital gap (spin up / spin down): 4.761 / 9.551 eV
* highest occupied orbital energy (spin up / spin down): -3.8421 / -8.6876 eV
* expectation value of S²: 0.753
* E: -8210.6437 eV

Structure (ORCA input):
```
! wB97M-V def2-TZVPD RIJCOSX def2/J DEFGRID3
* xyz 0 2
N -1.2621 -0.4394 -0.9053
C -0.8223 -1.0606 -2.0275
N 0.4765 -0.9616 -2.4336
H -0.6450 0.1076 -0.2706
H -2.1660 -0.7439 -0.5856
H -1.4607 -1.6903 -2.6348
H 0.8295 -1.5522 -3.1620
H 1.1307 -0.5106 -1.8114
N -0.1547 -0.0717 2.4309
C 0.9071 0.6212 1.7126
N 0.4422 1.3643 0.5072
H -0.8564 0.5973 2.7433
H -0.6339 -0.7562 1.8468
H 1.3645 1.3040 2.4370
H 1.5999 -0.1213 1.3226
H 1.2884 1.6946 0.0360
H -0.0377 2.2187 0.7945
*
```

Let us look at the Löwdin charges, expressed in e, one per atom: atom 1 (N): 0.008, atom 2 (C): -0.392, atom 3 (N): 0.009, atom 4 (H): 0.016, atom 5 (H): 0.067, atom 6 (H): 0.079, atom 7 (H): 0.067, atom 8 (H): 0.057, atom 9 (N): -0.007, atom 10 (C): -0.345, atom 11 (N): -0.037, atom 12 (H): 0.064, atom 13 (H): 0.053, atom 14 (H): 0.102, atom 15 (H): 0.104, atom 16 (H): 0.078, atom 17 (H): 0.079

***

Below is a 2-piece molecular cluster, C2H11N4 overall in a non-equilibrium geometry, with properties calculated with ωB97M-V/def2-TZVPD.

* frontier orbital gap: 6.450 eV
* highest occupied orbital energy: -14.0348 eV
* E: -8201.2203 eV

Structure (ORCA input):
```
! wB97M-V def2-TZVPD RIJCOSX def2/J DEFGRID3
* xyz 1 1
C 2.2052 -1.0763 0.2092
N 1.6892 -0.1561 1.2404
H 2.2867 -0.5315 -0.7148
H 1.5059 -1.8604 0.0905
H 3.1285 -1.5420 0.6199
H 1.9835 0.8040 1.0900
H 0.6678 -0.0599 1.0340
N -0.6500 0.9876 -1.3249
C -0.8606 0.3546 -0.0455
N -2.3976 0.8635 0.6351
N -1.1578 -1.0237 -0.3519
H -0.3087 1.9504 -1.2356
H 0.0072 0.3908 -1.8071
H -2.1387 1.5791 1.3117
H -2.5758 1.3747 -0.1945
H -1.5836 -1.4167 0.4784
H -1.8013 -0.6381 -1.0348
*
```

Let us look at the Löwdin charges, expressed in e, one per atom: atom 1 (C): -0.139, atom 2 (N): -0.007, atom 3 (H): 0.064, atom 4 (H): 0.052, atom 5 (H): 0.108, atom 6 (H): 0.078, atom 7 (H): 0.008, atom 8 (N): 0.146, atom 9 (C): -0.160, atom 10 (N): 0.169, atom 11 (N): 0.102, atom 12 (H): 0.137, atom 13 (H): 0.112, atom 14 (H): 0.074, atom 15 (H): 0.038, atom 16 (H): 0.112, atom 17 (H): 0.106

***

Below is a 2-piece molecular cluster, C2H11N4O overall in a non-equilibrium geometry, with properties calculated with ωB97M-V/def2-TZVPD.

* frontier orbital gap: 11.207 eV
* highest occupied orbital energy: -14.0156 eV
* E: -10252.4821 eV

Structure (ORCA input):
```
! wB97M-V def2-TZVPD RIJCOSX def2/J DEFGRID3
* xyz 1 1
C -0.6968 -0.5294 -1.6685
C 0.1537 0.2391 -0.6834
N 1.4556 0.1903 -0.8740
N -1.5078 1.0791 0.7036
N -0.2040 0.9649 0.3297
N 0.7339 1.5958 1.1545
O 0.5721 -1.4750 1.2684
H -0.4820 -1.6141 -1.6755
H -0.4299 -0.1016 -2.6433
H -1.7120 -0.3472 -1.5608
H 1.9243 -0.0266 -1.7783
H 1.9832 0.6246 -0.1071
H -1.8028 2.0879 0.7419
H -1.8640 0.6578 1.5754
H 0.6704 2.6589 1.2774
H -0.1961 -2.0172 1.1443
H 1.0632 1.1608 1.9344
H 1.2047 -1.9779 1.8036
*
```

Let us look at the Löwdin charges, expressed in e, one per atom: atom 1 (C): 0.044, atom 2 (C): -0.346, atom 3 (N): 0.186, atom 4 (N): 0.088, atom 5 (N): -0.218, atom 6 (N): 0.101, atom 7 (O): -0.026, atom 8 (H): 0.116, atom 9 (H): 0.109, atom 10 (H): 0.056, atom 11 (H): 0.167, atom 12 (H): 0.117, atom 13 (H): 0.133, atom 14 (H): 0.122, atom 15 (H): 0.165, atom 16 (H): 0.049, atom 17 (H): 0.060, atom 18 (H): 0.078

***

Below is a 2-piece molecular cluster, C2H11N5 overall in a non-equilibrium geometry, with properties calculated with ωB97M-V/def2-TZVPD.

* frontier orbital gap: 8.946 eV
* SMILES string: [H]/N=C(\C)NN.NN
* highest occupied orbital energy: -7.9339 eV
* E: -9700.4087 eV

Structure (ORCA input):
```
! wB97M-V def2-TZVPD RIJCOSX def2/J DEFGRID3
* xyz 0 1
H -0.1187 0.9267 2.2644
N -0.5035 0.9764 1.3277
C 0.3733 0.8360 0.4032
C 1.8728 0.8114 0.5610
N -0.0208 1.2722 -0.9353
N -1.3791 1.5507 -1.1964
H 2.2975 0.0136 -0.0487
H 2.1553 0.6354 1.5975
H 2.3037 1.7552 0.2336
H 0.6489 1.3911 -1.6801
H -1.9345 0.8750 -0.6695
H -1.6356 2.4369 -0.7517
N -0.4322 -1.5655 -0.1672
N -0.9343 -2.9311 -0.2048
H -0.9065 -1.1575 0.6397
H -0.6692 -1.0481 -1.0449
H -0.6281 -3.3742 0.6599
H -0.4889 -3.4043 -0.9884
*
```

Let us look at the Löwdin charges, expressed in e, one per atom: atom 1 (H): 0.047, atom 2 (N): 0.090, atom 3 (C): -0.498, atom 4 (C): -0.040, atom 5 (N): -0.099, atom 6 (N): -0.010, atom 7 (H): 0.073, atom 8 (H): 0.075, atom 9 (H): 0.077, atom 10 (H): 0.118, atom 11 (H): 0.056, atom 12 (H): 0.073, atom 13 (N): -0.097, atom 14 (N): -0.090, atom 15 (H): 0.040, atom 16 (H): 0.072, atom 17 (H): 0.058, atom 18 (H): 0.054

***

Below is a 3-piece molecular cluster, C2H11NO2 overall in a non-equilibrium geometry, with properties calculated with ωB97M-V/def2-TZVPD.

* frontier orbital gap (spin up / spin down): 10.457 / 4.970 eV
* highest occupied orbital energy (spin up / spin down): -14.5579 / -14.5577 eV
* expectation value of S²: 0.755
* E: -7826.6647 eV

Structure (ORCA input):
```
! wB97M-V def2-TZVPD RIJCOSX def2/J DEFGRID3
* xyz 1 2
C 0.0299 1.4415 0.4918
C -1.0748 0.5400 -0.2541
N -2.6158 0.8463 -0.2261
H 0.0030 2.4845 0.0531
H 1.0644 1.0467 0.5380
H -0.2419 1.4616 1.5672
H -1.2160 -0.5177 0.1030
H -0.8524 0.4778 -1.3906
H -3.1137 0.0069 -0.6300
H -2.8605 1.5726 -0.8501
H 2.0343 -0.9517 0.9195
H 3.3246 -1.4734 1.3648
O 2.5402 -1.0595 1.7455
H 0.9304 -1.4266 -0.5770
H 0.6897 -2.5484 -1.5053
O 1.3586 -1.9008 -1.3497
*
```

Let us look at the Löwdin charges, expressed in e, one per atom: atom 1 (C): -0.030, atom 2 (C): -0.148, atom 3 (N): 0.311, atom 4 (H): 0.103, atom 5 (H): 0.078, atom 6 (H): 0.096, atom 7 (H): 0.120, atom 8 (H): 0.182, atom 9 (H): 0.173, atom 10 (H): 0.115, atom 11 (H): -0.014, atom 12 (H): 0.055, atom 13 (O): -0.051, atom 14 (H): 0.021, atom 15 (H): 0.029, atom 16 (O): -0.040

***

Below is a 3-piece molecular cluster, C2H11NO2S overall in a non-equilibrium geometry, with properties calculated with ωB97M-V/def2-TZVPD.

* frontier orbital gap: 9.034 eV
* SMILES string: NCCS.O.O
* highest occupied orbital energy: -8.6393 eV
* E: -18671.5564 eV

Structure (ORCA input):
```
! wB97M-V def2-TZVPD RIJCOSX def2/J DEFGRID3
* xyz 0 1
N 1.5015 -1.7426 1.1322
C 0.5093 -0.8179 0.5453
C -0.2256 -1.5683 -0.4281
S -1.2121 -0.3941 -1.5682
H 2.2055 -1.9521 0.4585
H 1.8203 -1.4838 2.0292
H 0.9498 0.0416 0.0883
H -0.0415 -0.3110 1.4293
H 0.4750 -1.9774 -1.1519
H -0.8528 -2.4517 0.1170
H -1.4049 0.5462 -0.5981
O 1.5159 2.4733 0.0001
H 1.5173 2.1657 0.8666
H 2.2430 1.9843 -0.5332
O -1.1672 1.5567 1.3219
H -0.9097 2.4126 1.0497
H -1.6097 1.6060 2.1319
*
```

Let us look at the Löwdin charges, expressed in e, one per atom: atom 1 (N): 0.002, atom 2 (C): -0.445, atom 3 (C): -0.535, atom 4 (S): 0.650, atom 5 (H): 0.054, atom 6 (H): 0.042, atom 7 (H): 0.053, atom 8 (H): 0.124, atom 9 (H): 0.052, atom 10 (H): 0.137, atom 11 (H): -0.174, atom 12 (O): -0.069, atom 13 (H): -0.021, atom 14 (H): 0.103, atom 15 (O): -0.026, atom 16 (H): 0.027, atom 17 (H): 0.028